Record 1
{
  "formula": "C39H41CrNO2P2",
  "method": "ωB97M-V/def2-TZVPD",
  "elements": ["Cr", "C", "C", "C", "C", "C", "C", "C", "C", "C", "H", "H", "H", "H", "H", "H", "H", "H", "H", "H", "H", "H", "H", "H", "H", "P", "P", "C", "C", "C", "C", "C", "C", "C", "C", "C", "C", "C", "C", "C", "C", "C", "C", "C", "C", "C", "C", "C", "C", "C", "C", "C", "C", "H", "H", "H", "H", "H", "H", "H", "H", "H", "H", "H", "H", "H", "H", "H", "H", "H", "H", "H", "H", "H", "H", "O", "C", "C", "C", "C", "O", "N", "H", "H", "H", "H"],
  "coordinates": [[-1.63627, -1.86431, -0.74666], [3.99576, 2.85519, 2.12897], [2.75531, 3.22115, 2.47333], [1.96873, 4.45295, 2.10866], [2.45839, 5.27375, 0.89516], [2.48530, 4.47632, -0.38654], [3.44299, 3.66375, -0.84886], [4.77859, 3.29927, -0.25530], [4.98637, 3.57956, 1.24947], [-2.40216, -2.80631, -2.48109], [4.33873, 1.89133, 2.50553], [2.20963, 2.53201, 3.11923], [1.91461, 5.11602, 2.98650], [0.93275, 4.13911, 1.91873], [1.76626, 6.11433, 0.76610], [3.43231, 5.71664, 1.11137], [1.58507, 4.56002, -0.99568], [3.24470, 3.17769, -1.80493], [5.57360, 3.80747, -0.82349], [4.93705, 2.22606, -0.43240], [5.99547, 3.23947, 1.51093], [4.97434, 4.65511, 1.43494], [-1.88773, -3.75085, -2.68237], [-2.29609, -2.15826, -3.36104], [-3.47106, -3.01276, -2.34046], [-0.80203, -0.82811, 1.09003], [-0.84178, -0.07203, -1.89130], [-0.16418, 0.81855, 0.60179], [-0.20368, 1.15695, -0.69256], [-1.90226, -0.43073, 2.49171], [-1.73817, 0.72033, 3.27656], [-2.63369, 0.99776, 4.30668], [-3.69705, 0.12750, 4.56199], [-3.86243, -1.02040, 3.78691], [-2.96832, -1.29991, 2.75324], [0.66184, -1.58364, 1.87550], [1.63750, -2.18879, 1.06938], [2.70011, -2.87896, 1.64861], [2.79434, -2.98270, 3.03763], [1.81981, -2.39381, 3.84471], [0.75781, -1.69784, 3.26924], [-1.95554, 0.91178, -2.94210], [-3.27569, 1.15929, -2.54163], [-4.15924, 1.81720, -3.39599], [-3.73645, 2.22434, -4.66192], [-2.42638, 1.96873, -5.07223], [-1.53992, 1.31422, -4.22002], [0.63230, -0.33924, -2.94165], [0.72514, -1.55735, -3.62756], [1.85289, -1.84486, -4.39593], [2.89151, -0.91725, -4.48548], [2.80201, 0.30087, -3.80700], [1.67776, 0.59029, -3.03656], [0.24638, 1.48695, 1.35824], [0.17097, 2.11676, -1.04805], [-0.90277, 1.38999, 3.08911], [-2.50262, 1.89011, 4.91259], [-4.39216, 0.34427, 5.36838], [-4.68462, -1.70110, 3.98885], [-3.07683, -2.19225, 2.14194], [1.55879, -2.12326, -0.01277], [3.45355, -3.33831, 1.01451], [3.62204, -3.52252, 3.48901], [1.88501, -2.47698, 4.92603], [0.00229, -1.24199, 3.90206], [-3.61299, 0.82990, -1.56208], [-5.17879, 2.00950, -3.07352], [-4.42546, 2.73585, -5.32791], [-2.09487, 2.27716, -6.05974], [-0.52296, 1.11400, -4.54433], [-0.10001, -2.26253, -3.55270], [1.91631, -2.78887, -4.92986], [3.76816, -1.13877, -5.08791], [3.60854, 1.02517, -3.88033], [1.60444, 1.54250, -2.51805], [-0.33231, -4.40234, 0.74382], [-1.55046, -4.42154, 0.77205], [-2.36083, -5.52122, 1.38316], [-3.80684, -5.05930, 1.11695], [-3.60014, -3.78124, 0.37228], [-4.50660, -3.07632, -0.04116], [-2.30456, -3.46142, 0.22486], [-2.14424, -6.47710, 0.85958], [-2.15325, -5.60760, 2.47093], [-4.35957, -5.79048, 0.48884], [-4.35251, -4.85391, 2.06305]],
  "atomic_forces_ev_per_a": [[-1.4, -2.2, -1.3], [-0.4, 0.0, 0.1], [0.4, -0.1, -0.1], [0.1, 0.1, -0.1], [0.0, 0.0, 0.2], [0.2, -0.3, -0.1], [-0.3, 0.2, 0.1], [0.1, 0.0, 0.1], [0.0, 0.0, -0.2], [0.2, 0.7, -0.3], [-0.1, 0.1, 0.0], [0.1, 0.0, -0.1], [0.0, -0.1, -0.1], [0.1, 0.0, 0.0], [0.1, -0.1, 0.0], [-0.2, 0.0, -0.1], [0.1, 0.0, 0.0], [0.0, 0.1, 0.1], [-0.1, -0.1, 0.1], [0.0, 0.1, 0.0], [-0.2, 0.1, 0.0], [0.0, -0.2, 0.0], [0.0, 0.0, 0.0], [-0.2, -0.3, -0.2], [0.2, 0.1, 0.0], [1.1, 1.3, 1.7], [0.8, 1.7, -0.6], [-0.1, 0.1, -0.4], [0.1, -0.1, 0.3], [-0.3, 0.1, 0.1], [-0.2, -0.2, 0.0], [0.0, -0.2, -0.1], [0.2, -0.1, -0.2], [0.2, 0.1, 0.0], [0.1, 0.2, 0.1], [0.2, -0.4, 0.4], [0.0, 0.2, 0.3], [-0.1, 0.2, 0.1], [-0.3, 0.2, -0.1], [0.1, 0.0, -0.2], [0.2, -0.1, -0.3], [-0.2, 0.0, -0.6], [0.2, 0.0, -0.1], [0.2, 0.0, 0.0], [0.3, -0.1, 0.1], [-0.2, 0.0, 0.2], [-0.3, 0.1, 0.2], [0.2, -0.2, 0.0], [0.1, 0.2, 0.0], [0.0, 0.2, 0.0], [-0.2, 0.1, 0.1], [-0.2, -0.2, 0.0], [-0.1, -0.2, -0.1], [0.1, 0.0, -0.2], [-0.1, -0.1, 0.2], [-0.2, -0.1, 0.1], [0.0, -0.1, -0.1], [0.1, 0.0, -0.1], [0.1, 0.1, -0.1], [-0.1, 0.2, 0.2], [0.0, -0.1, 0.1], [-0.1, 0.0, 0.1], [-0.1, 0.1, -0.1], [0.0, 0.0, -0.1], [0.1, -0.1, 0.0], [0.0, 0.0, -0.1], [0.2, -0.1, 0.0], [0.1, -0.1, 0.1], [0.0, 0.0, 0.1], [-0.2, 0.0, 0.0], [0.2, 0.0, 0.0], [0.0, 0.1, 0.1], [-0.1, 0.0, 0.1], [-0.1, -0.1, 0.0], [0.1, -0.2, -0.1], [0.5, -0.1, 0.1], [1.7, -0.5, 0.1], [-0.9, -0.8, 0.4], [0.1, -1.1, 0.6], [-1.7, 0.9, -0.7], [-0.3, 0.1, 0.2], [-0.2, -0.2, 0.5], [0.1, 0.6, 0.6], [0.1, -0.1, -0.8], [0.1, 0.6, 0.5], [0.1, -0.2, -0.7]],
  "lowdin_charge": [0.356, -0.100, -0.120, -0.191, -0.195, -0.106, -0.111, -0.186, -0.197, -0.240, 0.101, 0.093, 0.114, 0.102, 0.107, 0.096, 0.096, 0.082, 0.114, 0.112, 0.107, 0.095, -0.014, -0.040, -0.016, 0.976, 0.953, -0.259, -0.268, -0.346, -0.092, -0.076, -0.078, -0.061, -0.064, -0.333, -0.095, -0.072, -0.079, -0.079, -0.075, -0.333, -0.077, -0.075, -0.080, -0.076, -0.074, -0.353, -0.074, -0.066, -0.078, -0.076, -0.089, 0.060, 0.070, 0.091, 0.104, 0.104, 0.108, 0.082, 0.104, 0.107, 0.102, 0.102, 0.095, 0.109, 0.106, 0.103, 0.104, 0.097, 0.081, 0.108, 0.104, 0.102, 0.081, 0.048, -0.533, -0.077, -0.079, -0.574, 0.036, -0.025, 0.131, 0.129, 0.132, 0.127],
  "spin_multiplicity": 5,
  "total_energy_ev": -93691.294,
  "s2": 6.034
}

Record 2
{
  "formula": "C31H52N2O3P2Pt",
  "method": "ωB97M-V/def2-TZVPD",
  "elements": ["Pt", "C", "C", "C", "C", "C", "C", "H", "H", "H", "C", "H", "H", "H", "C", "H", "H", "H", "C", "H", "H", "H", "C", "H", "H", "H", "C", "C", "C", "C", "C", "C", "C", "C", "H", "H", "H", "H", "H", "H", "H", "H", "H", "H", "H", "H", "P", "C", "C", "P", "C", "C", "C", "H", "H", "H", "H", "H", "H", "H", "H", "H", "H", "H", "H", "H", "H", "C", "C", "C", "C", "C", "C", "O", "N", "C", "O", "N", "C", "O", "H", "H", "H", "H", "H", "H", "H", "H", "H", "H", "H"],
  "coordinates": [[-2.69162, -1.56288, -3.15608], [3.43763, 1.67484, 0.64597], [3.51286, 0.95226, -0.58347], [2.26115, 2.83665, -0.96071], [2.65854, 2.84157, 0.42070], [2.82784, 1.70691, -1.57885], [4.06991, 1.31564, 1.93609], [4.25141, 0.23938, 1.98718], [3.42972, 1.60365, 2.78161], [5.03932, 1.82219, 2.05675], [2.40790, 3.91025, 1.41782], [2.28489, 3.46882, 2.41825], [1.48985, 4.46909, 1.18731], [3.24426, 4.63005, 1.45644], [1.51635, 3.89661, -1.66769], [2.19088, 4.56019, -2.23402], [0.94763, 4.52015, -0.96821], [0.80666, 3.44710, -2.37247], [2.63978, 1.33762, -2.98788], [3.09239, 2.07631, -3.64700], [1.57874, 1.28431, -3.24921], [3.10636, 0.38289, -3.20761], [4.22209, -0.31733, -0.82530], [5.13806, -0.17896, -1.41265], [3.57793, -0.99559, -1.38500], [4.50471, -0.81244, 0.10484], [-0.19214, -0.96969, 2.47334], [1.13772, -0.85306, 2.41271], [2.14371, -1.85620, 1.93279], [1.73134, -2.82685, 0.83835], [1.42492, -1.98676, -0.34890], [0.24747, -1.37536, -0.54798], [-1.01962, -1.14455, 0.20350], [-1.08502, -1.77530, 1.59226], [2.50107, -2.44332, 2.78746], [0.89345, -3.46634, 1.14448], [3.00672, -1.27830, 1.55449], [-0.79007, -2.82641, 1.53769], [-0.73520, -0.38478, 3.20865], [1.57446, 0.03958, 2.86029], [-2.11681, -1.78338, 1.98525], [-1.17833, -0.05359, 0.31799], [0.05726, -1.15076, -1.63618], [-1.89880, -1.41430, -0.43159], [2.55716, -3.48296, 0.54163], [2.00023, -2.14722, -1.25543], [-1.12057, -4.30890, -0.39250], [-2.19739, -4.99662, 0.95297], [-0.05951, -5.85996, -0.44663], [-1.65148, -3.33363, -3.15246], [-2.26656, -4.44370, -1.77560], [-0.12841, -4.29715, -3.64464], [-2.84367, -3.61037, -4.51031], [-3.12986, -4.42670, 0.99090], [-1.70607, -4.96149, 1.93608], [-2.41288, -6.04501, 0.71075], [-0.72866, -6.73316, -0.41463], [0.59385, -5.89801, 0.44299], [0.56526, -5.89161, -1.34793], [-3.26304, -4.60357, -4.36850], [-2.34836, -3.45744, -5.47023], [-3.62689, -2.79331, -4.33589], [-3.19412, -3.97782, -1.42048], [-2.43232, -5.48487, -2.05916], [0.12424, -3.99593, -4.66412], [-0.32814, -5.36794, -3.64391], [0.72683, -4.10156, -2.98849], [-1.24196, 5.64060, 0.81470], [-1.72545, 4.70016, 1.91285], [-2.24798, 3.33219, 1.41826], [-2.97300, 2.60068, 2.62587], [-2.18397, 2.63612, 3.91302], [-3.26019, 3.51396, 0.26869], [-4.33550, 4.10085, 0.42648], [-2.88747, 3.03711, -0.96285], [-1.92578, 2.04612, -1.21762], [-1.95151, 1.41065, -2.27684], [-0.98999, 1.87714, -0.23659], [-1.06447, 2.44298, 0.96114], [-0.14830, 2.24639, 1.80482], [-0.41802, 5.18587, 0.24307], [-0.87168, 6.56654, 1.27953], [-2.06731, 5.89905, 0.13333], [-0.90584, 4.51852, 2.63110], [-2.54567, 5.17736, 2.47992], [-3.95456, 3.08509, 2.74757], [-3.16052, 1.56186, 2.30549], [-2.22719, 3.62725, 4.37623], [-2.60256, 1.91144, 4.61127], [-1.13851, 2.37963, 3.70444], [-3.54958, 3.16141, -1.70966]],
  "atomic_forces_ev_per_a": [[-0.3, 3.9, 0.7], [-0.1, -0.1, 0.0], [0.2, 0.3, 0.0], [0.4, 0.7, 0.7], [0.0, 0.2, -0.5], [-0.3, -0.6, 0.4], [-0.1, -0.2, 0.1], [0.1, 0.2, 0.1], [0.2, 0.0, -0.2], [-0.2, 0.0, 0.0], [-0.4, 0.0, 0.2], [0.1, 0.2, -0.3], [0.4, -0.1, 0.0], [-0.2, -0.3, 0.0], [-0.5, 0.2, 0.1], [-0.1, -0.2, 0.1], [0.2, -0.1, -0.3], [0.1, 0.1, 0.0], [0.1, -0.2, -0.2], [0.0, 0.2, -0.1], [0.0, 0.0, 0.1], [0.0, -0.1, -0.1], [0.2, -0.3, 0.1], [-0.1, 0.1, 0.0], [0.2, 0.1, 0.0], [0.0, 0.1, -0.1], [0.0, 0.2, 0.4], [-0.2, -0.2, 0.4], [0.8, 0.0, 0.0], [0.6, 0.5, -0.1], [-2.2, -0.7, -0.7], [-0.2, 0.0, -2.5], [-0.6, 0.4, 0.5], [-0.3, -0.7, 0.3], [0.0, 0.3, 0.2], [0.3, 0.2, -0.2], [-0.2, -0.4, 0.2], [-0.1, 0.4, 0.1], [0.1, 0.7, -0.3], [0.0, -0.4, 0.5], [0.4, 0.2, -0.2], [0.4, -0.7, -0.1], [0.5, 0.5, 1.0], [0.6, -0.3, 0.2], [0.0, 0.0, 0.5], [0.2, 0.1, 0.2], [1.0, -1.1, 1.6], [-0.2, 0.1, -0.2], [-0.3, 0.2, -0.4], [1.1, -5.5, 0.7], [-0.2, 0.6, -0.8], [0.2, 1.5, -0.2], [0.6, 0.1, 0.1], [0.1, -0.1, 0.2], [-0.1, 0.1, -0.3], [-0.2, 0.2, 0.2], [0.4, 0.1, -0.2], [-0.3, 0.2, -0.4], [0.0, -0.1, 0.3], [-0.5, 0.2, -0.3], [-0.4, -0.1, 0.0], [-0.4, -0.9, -0.8], [0.0, -0.3, -0.1], [-0.2, 0.1, -0.4], [0.2, 0.0, 0.1], [-0.4, 0.1, 0.1], [-0.2, 0.1, -0.1], [-0.1, 0.1, 0.1], [0.1, 0.2, 0.2], [-0.8, 0.1, 1.1], [0.0, -0.1, -1.0], [-0.1, 0.1, 0.0], [-1.6, 1.2, 0.5], [2.4, -1.2, -0.1], [0.2, -0.7, -0.6], [-0.8, 0.5, -0.3], [0.1, 0.5, 1.4], [0.8, 0.0, 0.6], [0.3, -0.8, -1.4], [-0.6, 0.4, 0.0], [-0.3, 0.2, 0.1], [-0.1, -0.3, -0.3], [0.4, 0.0, 0.1], [-0.4, 0.0, -0.3], [0.3, -0.2, -0.3], [0.3, -0.1, -0.2], [0.0, 0.2, 0.2], [0.1, -0.2, 0.0], [0.1, 0.0, 0.0], [0.0, 0.0, 0.3], [-0.4, 0.1, -0.1]],
  "lowdin_charge": [0.673, -0.108, -0.101, -0.122, -0.113, -0.124, 0.007, 0.073, 0.093, 0.123, 0.005, 0.093, 0.068, 0.125, 0.012, 0.124, 0.059, 0.097, 0.015, 0.112, 0.105, 0.086, -0.001, 0.120, 0.066, 0.083, -0.085, -0.085, -0.175, -0.195, -0.154, -0.149, -0.238, -0.210, 0.132, 0.071, 0.070, 0.030, 0.104, 0.092, 0.124, 0.078, 0.084, 0.073, 0.124, 0.088, 0.841, -0.264, -0.253, 0.613, -0.532, -0.200, -0.281, 0.044, 0.056, 0.045, 0.042, 0.051, 0.023, 0.070, 0.061, 0.012, 0.048, 0.074, 0.052, 0.066, 0.040, -0.057, -0.172, -0.244, -0.146, -0.074, -0.371, 0.122, 0.214, -0.495, 0.020, 0.196, -0.336, 0.202, 0.042, 0.098, 0.094, 0.119, 0.146, 0.137, 0.128, 0.092, 0.093, 0.070, 0.167],
  "spin_multiplicity": 5,
  "total_energy_ev": -63916.468,
  "total_charge": 2,
  "s2": 6.015
}